Record 1
Formula: C2H3N3O3
Source: the OMol25 dataset
Level of theory: ωB97M-V with the def2-TZVPD basis set

The geometry in XYZ format:
```
11
Properties=species:S:1:pos:R:3:forces:R:3
H -1.7337 -0.2257 -1.2060 1.924 -1.938 -0.329
N -0.8858 -0.9464 -1.1120 -2.413 1.777 -0.010
C 0.0690 -0.3596 -0.5862 -1.604 3.867 -0.410
C 1.3473 -0.8402 -0.2227 3.101 -4.030 -0.771
O 1.8165 -1.8555 -0.8132 -0.677 4.255 2.951
O 1.8315 -0.0491 0.8042 -2.217 -0.758 0.502
N 0.4873 0.7302 1.4145 2.192 -1.213 -2.446
N 0.1146 1.2006 -0.0916 -0.722 -3.894 2.168
O -1.1723 1.6272 0.0001 -0.844 -0.543 -0.358
H -0.1630 -0.0717 1.8236 1.328 1.339 -1.627
H -1.7115 0.7902 -0.0107 -0.068 1.137 0.330
```
Forces are in eV/Å.

## Properties
LUMO level = -0.8 eV
2S+1 = 1
relative energy (zero: lowest compared OMol25 entry of this formula, charge and spin) = 129.7 kcal per mole
total charge = 0
gap between HOMO and LUMO = 10.02 eV
SMILES = [H]/N=c1/c(=O)o[nH]n1O

Löwdin atomic charge list, values in e, 2 entries: number 1, H, carries 0.1259; number 2, N, carries 0.2187

---

Record 2
Formula: C4H5NO2
Source: the OMol25 dataset
Level of theory: ωB97M-V with the def2-TZVPD basis set

The geometry in XYZ format:
```
12
Properties=species:S:1:pos:R:3:forces:R:3
O 3.1114 -0.2017 -0.3122 -0.490 -0.024 -0.125
C 1.9285 -0.2128 -0.5551 0.288 0.032 0.053
C 0.9031 0.3749 0.3486 0.222 -0.149 0.196
C -0.2184 1.2460 -0.2521 0.033 0.059 -0.149
N -0.4336 -0.1072 0.1308 -0.342 -0.099 0.156
C -1.4095 -0.8060 0.5636 0.243 0.047 -0.081
O -2.6421 -0.3720 0.3470 0.117 0.135 -0.015
H 1.5248 -0.6090 -1.5138 0.045 0.032 0.100
H 1.2152 0.5400 1.3790 -0.030 0.006 -0.156
H -0.1304 1.3107 -1.3457 -0.001 -0.011 0.124
H -2.5455 0.5766 0.1058 -0.136 -0.152 -0.032
H -1.3036 -1.7396 1.1040 0.051 0.124 -0.070
```
Forces are in eV/Å.

## Properties
LUMO level = 0.5 eV
2S+1 = 1
relative energy (zero: lowest compared OMol25 entry of this formula, charge and spin) = 103.1 kcal per mole
total charge = 0
gap between HOMO and LUMO = 8.60 eV

Löwdin atomic charge list, values in e, 2 entries: number 1, O, carries 0.0528; number 2, C, carries -0.2427

---

Record 3
Formula: C2H2Br6
Source: the OMol25 dataset
Level of theory: ωB97M-V with the def2-TZVPD basis set

The geometry in XYZ format:
```
10
Properties=species:S:1:pos:R:3:forces:R:3
C 3.6447 4.4849 4.6548 1.203 -0.927 0.648
Br 2.6842 4.9402 6.2000 -0.749 0.051 0.891
Br 3.0514 5.3312 3.1445 -0.760 1.159 -1.699
Br 3.7287 2.5672 4.3204 0.090 0.124 0.327
H 4.6403 4.8500 4.8611 0.219 -0.342 -0.153
C 4.2798 9.5932 4.7427 1.142 2.948 0.514
Br 5.3523 9.7326 3.1286 -0.181 -0.202 -0.006
Br 4.9678 8.3194 5.9262 -0.027 -1.166 0.480
Br 2.4273 9.6500 4.3885 -0.497 -0.464 -0.040
H 4.5062 10.5569 5.2956 -0.440 -1.180 -0.963
```
Forces are in eV/Å.

## Properties
LUMO level = 0.0 eV
2S+1 = 1
relative energy (zero: lowest compared OMol25 entry of this formula, charge and spin) = 8.3 kcal per mole
total charge = 0
gap between HOMO and LUMO = 10.14 eV

Löwdin atomic charge list, values in e, 2 entries: number 1, C, carries -1.7611; number 2, Br, carries 0.5978

---

Record 4
Formula: C25H51BrN2O14P3
Source: the OMol25 dataset
Level of theory: ωB97M-V with the def2-TZVPD basis set

The geometry in XYZ format:
```
96
Properties=species:S:1:pos:R:3:forces:R:3
C 0.7465 2.5564 3.2731 1.239 -0.757 -0.311
C 0.5800 1.2737 2.3579 -1.015 0.010 1.287
C -0.9872 1.0138 2.1193 1.131 -1.320 0.131
C -1.4542 0.9979 0.6149 1.091 -0.380 1.348
P -2.2702 2.5414 -0.1426 -0.203 -1.042 -4.061
N -3.0464 3.8849 -1.0639 -0.361 0.161 0.085
P -0.4654 3.8815 0.0648 0.914 1.433 1.165
O -0.7046 5.3094 -0.8202 -0.085 -0.555 0.183
Br 1.2588 2.8627 -1.0486 -0.753 0.606 -0.099
O -3.6652 1.4761 -0.4320 -2.884 0.725 1.185
C -4.5556 1.5015 0.6712 0.942 -0.460 1.396
C -6.0232 0.9903 0.4165 1.361 1.113 -0.752
C -6.4729 1.5765 -0.9716 -0.312 -0.898 0.658
O -7.0974 0.8692 -1.7268 0.186 0.574 0.004
C -4.3925 2.9066 1.4701 2.121 -1.301 -1.033
N -5.2772 4.0257 0.9870 -0.274 -0.712 1.023
C -6.3602 4.0408 1.5566 0.822 -0.177 -1.183
O -7.4292 3.9811 1.9985 -0.800 0.439 0.460
P -4.4904 2.8193 3.3606 1.148 2.382 0.898
O -4.2843 4.2035 3.9404 -0.777 -1.331 -0.529
O -3.0057 3.1768 1.3148 -1.468 -0.140 1.084
H -0.0440 2.6237 4.0705 0.559 -0.025 -0.952
H 1.7149 2.4318 3.8417 -1.052 0.542 -0.818
H 0.7699 3.4594 2.6129 -0.151 -0.581 0.892
H 0.9875 0.4100 2.9639 -0.398 0.711 -0.715
H 1.1668 1.3014 1.4099 -0.545 0.242 0.702
H -1.5261 1.6961 2.8163 0.126 -0.340 -0.928
H -1.1611 -0.0316 2.5257 -0.029 1.011 -0.332
H -2.1426 0.1170 0.4806 0.453 1.060 -0.001
H -0.5508 0.7505 -0.0173 -0.870 0.417 0.565
H -1.8374 2.0542 -1.4423 0.146 0.105 0.413
H -3.9204 3.5800 -1.4952 0.338 0.035 0.202
H -3.2591 4.6868 -0.4686 -0.076 -0.243 -0.295
H -0.7246 6.0749 -0.2206 0.275 -0.673 -0.114
H -4.0841 0.7965 1.4360 -0.635 0.436 -0.363
H -6.0002 -0.1283 0.3542 -0.294 1.069 -0.062
H -6.6644 1.3334 1.2722 0.327 -0.331 -0.864
H -6.1988 2.6364 -1.2654 -0.082 -0.830 0.523
H -3.4292 2.0192 3.9035 -0.792 -0.388 -0.799
H -5.7475 2.2568 3.7644 0.425 -0.242 -0.327
O 1.7235 -0.0725 -1.1470 -0.156 -0.411 -0.251
C 1.5683 -0.4945 -2.2641 0.154 -0.196 0.215
O 0.4601 -0.1719 -2.9522 -0.123 0.396 0.115
C 0.2780 -0.4466 -4.3447 -0.049 -0.231 -0.155
C -0.2835 -1.8371 -4.5499 0.078 -0.138 0.209
C 2.5499 -1.4611 -2.8746 0.425 0.313 -0.269
H 1.2016 -0.2773 -4.9041 0.053 -0.035 0.113
H -0.4400 0.2902 -4.7082 0.042 0.070 0.271
H 0.4055 -2.6041 -4.1866 0.080 0.026 -0.111
H -0.4812 -2.0240 -5.6077 -0.027 0.024 0.025
H -1.2156 -1.9514 -3.9916 0.287 0.210 -0.318
H 2.2755 -2.4779 -2.5948 0.016 0.036 -0.116
H 3.5418 -1.2392 -2.4807 -0.139 -0.072 0.195
H 2.6255 -1.3827 -3.9576 -0.171 -0.204 -0.025
O -2.9792 -2.7093 -3.4900 -0.296 -0.696 0.013
C -2.8286 -3.5273 -2.6220 -0.292 0.530 0.391
O -2.8696 -4.8427 -2.9237 0.177 -0.222 -0.514
C -2.4948 -5.8808 -2.0145 -0.106 -0.023 0.184
C -3.6610 -6.2901 -1.1385 -0.146 0.103 0.095
C -2.6889 -3.1101 -1.1817 0.607 0.063 0.151
H -1.6153 -5.5958 -1.4337 -0.081 0.083 0.014
H -2.1934 -6.7285 -2.6324 -0.034 0.178 -0.147
H -3.9987 -5.4648 -0.5099 0.094 -0.038 0.035
H -3.3821 -7.1250 -0.4926 0.001 0.019 -0.026
H -4.5117 -6.5900 -1.7537 0.098 -0.047 -0.021
H -3.6809 -3.0135 -0.7383 0.042 -0.009 -0.022
H -2.1903 -2.1408 -1.1510 -0.240 0.056 -0.090
H -2.0802 -3.7878 -0.5862 -0.184 -0.108 0.065
O 2.7521 2.8573 5.6850 0.271 0.439 0.319
C 3.6610 3.6338 5.8009 0.038 -0.445 -0.142
O 3.5047 4.9118 5.4036 -0.408 0.241 0.111
C 4.4375 5.9580 5.6854 0.184 0.002 -0.129
C 5.5271 6.0182 4.6348 0.107 -0.130 -0.098
C 5.0124 3.1826 6.2945 0.140 0.064 0.555
H 4.8370 5.8666 6.6982 0.027 -0.096 -0.045
H 3.8647 6.8864 5.6637 -0.156 -0.179 -0.024
H 6.1191 5.1016 4.6180 0.027 0.055 0.075
H 6.1974 6.8591 4.8241 -0.031 -0.014 0.001
H 5.0906 6.1329 3.6411 -0.038 0.062 0.087
H 5.6010 2.8220 5.4500 -0.017 0.057 0.030
H 4.8647 2.3655 6.9997 -0.080 -0.075 -0.229
H 5.5640 3.9540 6.8287 0.112 0.059 -0.202
O 2.4737 -4.8009 -3.2215 0.341 0.030 0.088
C 3.5879 -5.2521 -3.2639 -0.268 -0.133 -0.287
O 4.6415 -4.4562 -3.0026 -0.076 0.319 0.330
C 5.9794 -4.9310 -2.8190 0.174 -0.063 -0.162
C 6.7053 -5.0503 -4.1431 -0.074 -0.066 -0.182
C 3.8356 -6.6732 -3.6998 0.035 -0.408 0.426
H 5.9910 -5.8629 -2.2499 -0.075 -0.016 -0.087
H 6.4808 -4.1864 -2.1991 -0.241 0.062 -0.009
H 6.2279 -5.7813 -4.7979 0.058 -0.052 0.068
H 7.7425 -5.3521 -3.9867 -0.032 0.021 0.010
H 6.6926 -4.0949 -4.6708 0.039 -0.001 0.112
H 3.9227 -6.7053 -4.7865 0.035 0.012 0.054
H 2.9841 -7.2796 -3.3933 -0.076 0.166 -0.174
H 4.7145 -7.1243 -3.2438 0.127 0.069 -0.188
```
Forces are in eV/Å.

## Properties
LUMO level = 1.8 eV
2S+1 = 1
total charge = -1
gap between HOMO and LUMO = 5.61 eV

Löwdin atomic charge list, values in e, 2 entries: number 1, C, carries -0.1373; number 2, C, carries -0.2546

---

Please write out number 3 again, unchanged.
Formula: C2H2Br6
Source: the OMol25 dataset
Level of theory: ωB97M-V with the def2-TZVPD basis set

The geometry in XYZ format:
```
10
Properties=species:S:1:pos:R:3:forces:R:3
C 3.6447 4.4849 4.6548 1.203 -0.927 0.648
Br 2.6842 4.9402 6.2000 -0.749 0.051 0.891
Br 3.0514 5.3312 3.1445 -0.760 1.159 -1.699
Br 3.7287 2.5672 4.3204 0.090 0.124 0.327
H 4.6403 4.8500 4.8611 0.219 -0.342 -0.153
C 4.2798 9.5932 4.7427 1.142 2.948 0.514
Br 5.3523 9.7326 3.1286 -0.181 -0.202 -0.006
Br 4.9678 8.3194 5.9262 -0.027 -1.166 0.480
Br 2.4273 9.6500 4.3885 -0.497 -0.464 -0.040
H 4.5062 10.5569 5.2956 -0.440 -1.180 -0.963
```
Forces are in eV/Å.

## Properties
LUMO level = 0.0 eV
2S+1 = 1
relative energy (zero: lowest compared OMol25 entry of this formula, charge and spin) = 8.3 kcal per mole
total charge = 0
gap between HOMO and LUMO = 10.14 eV

Löwdin atomic charge list, values in e, 2 entries: number 1, C, carries -1.7611; number 2, Br, carries 0.5978

---

What did the first record say?
Formula: C2H3N3O3
Source: the OMol25 dataset
Level of theory: ωB97M-V with the def2-TZVPD basis set

The geometry in XYZ format:
```
11
Properties=species:S:1:pos:R:3:forces:R:3
H -1.7337 -0.2257 -1.2060 1.924 -1.938 -0.329
N -0.8858 -0.9464 -1.1120 -2.413 1.777 -0.010
C 0.0690 -0.3596 -0.5862 -1.604 3.867 -0.410
C 1.3473 -0.8402 -0.2227 3.101 -4.030 -0.771
O 1.8165 -1.8555 -0.8132 -0.677 4.255 2.951
O 1.8315 -0.0491 0.8042 -2.217 -0.758 0.502
N 0.4873 0.7302 1.4145 2.192 -1.213 -2.446
N 0.1146 1.2006 -0.0916 -0.722 -3.894 2.168
O -1.1723 1.6272 0.0001 -0.844 -0.543 -0.358
H -0.1630 -0.0717 1.8236 1.328 1.339 -1.627
H -1.7115 0.7902 -0.0107 -0.068 1.137 0.330
```
Forces are in eV/Å.

## Properties
LUMO level = -0.8 eV
2S+1 = 1
relative energy (zero: lowest compared OMol25 entry of this formula, charge and spin) = 129.7 kcal per mole
total charge = 0
gap between HOMO and LUMO = 10.02 eV
SMILES = [H]/N=c1/c(=O)o[nH]n1O

Löwdin atomic charge list, values in e, 2 entries: number 1, H, carries 0.1259; number 2, N, carries 0.2187